[1]
Here is an isolated ion of composition C5H13N2O2S and charge +1 in a non-equilibrium geometry from the Open Molecules 2025 dataset. Energies are from ωB97M-V/def2-TZVPD.

The orbital gap is 9.8 eV. The calculation puts the total energy at -23297.142 eV. Its structure (SMILES) is C[C@@H](O)[C@](C=O)(C[NH3+])NS. The energy above the lowest of the compared OMol25 structures with the same formula, charge and spin is 0.909 eV. As for the HOMO energy: -13.1 eV. The net charge is +1.

```
23
Properties=species:S:1:pos:R:3:lowdin_charge:R:1
C 2.1863 -0.3535 0.4080 -0.042
C 0.8553 0.4066 0.4151 -0.386
O 1.0283 1.6136 -0.3328 -0.029
C -0.3007 -0.4337 -0.0852 -0.428
C 0.1753 -1.0540 -1.3523 -0.197
O -0.1054 -0.5656 -2.3842 0.136
C -1.5786 0.4753 -0.0117 -0.105
N -1.5065 1.5004 -1.0939 0.176
N -0.5949 -1.5206 0.9548 -0.338
S -1.2717 -0.9919 2.4473 0.831
H 2.4888 -0.6530 -0.5567 0.069
H 2.4912 -1.2234 1.0070 0.109
H 3.0083 0.2238 0.8928 0.116
H 0.6763 0.7130 1.5780 0.182
H 1.8763 1.3288 -0.7629 0.129
H 0.7092 -1.9641 -1.2200 0.143
H -1.7002 0.8462 0.9116 0.043
H -2.4070 -0.1249 -0.3547 0.143
H -0.7384 2.0959 -0.8331 0.118
H -2.4112 2.1919 -1.2146 0.255
H -1.4553 1.0475 -2.0214 0.153
H -1.2457 -2.1291 0.5624 0.039
H -0.1797 -1.4292 3.0466 -0.116
```

[2]
Here is one molecule with the formula C5H11NO in a non-equilibrium geometry from the Open Molecules 2025 dataset. Energies are from ωB97M-V/def2-TZVPD.

The orbital gap is 10.5 eV. The calculation puts the total energy at -8898.547 eV. Its structure (SMILES) is C=NCCCCO. The energy above the lowest of the compared OMol25 structures with the same formula, charge and spin is 3.150 eV. As for the HOMO energy: -9.5 eV. The net charge is 0.

```
18
Properties=species:S:1:pos:R:3:lowdin_charge:R:1
C 0.3210 0.9317 2.3182 -0.068
N 0.7184 0.0345 1.5909 -0.076
C 1.5169 0.2608 0.4441 -0.247
C 0.9339 -0.6191 -0.7134 -0.191
C -0.5917 -1.0109 -0.5311 -0.182
C -1.3703 0.2713 -0.7998 -0.367
O -2.1322 0.2968 -1.8976 -0.041
H -0.4978 0.5768 2.9675 0.082
H 0.5099 1.9967 2.2478 0.078
H 2.5335 -0.1487 0.7228 0.130
H 1.6102 1.3174 0.2123 0.101
H 1.5832 -1.5135 -0.9385 0.108
H 0.9144 -0.0520 -1.7071 0.119
H -0.5177 -1.4836 0.4649 0.106
H -0.7056 -1.6798 -1.3589 0.091
H -0.6728 1.1220 -0.8696 0.114
H -1.9951 0.3012 0.1545 0.129
H -2.1582 -0.6016 -2.3069 0.113
```

[3]
Here is C25H31DyN5O7S3 as an isolated structure in a non-equilibrium geometry from the Open Molecules 2025 dataset. Energies are from ωB97M-V/def2-TZVPD.

The orbital gap (spin up / spin down) is 7.6 / 7.6 eV. The calculation puts the total energy at -104799.943 eV. The multiplicity is 6. The energy above the lowest of the compared OMol25 structures with the same formula, charge and spin is 0.205 eV. As for the HOMO energy (spin up / spin down): -10.3 / -10.3 eV. The net charge is +1.

```
72
Properties=species:S:1:pos:R:3:lowdin_charge:R:1
Dy -0.7453 -1.4825 0.0889 1.490
C 0.2961 -0.7989 3.5518 -0.170
C -0.6469 0.3165 3.0899 -0.157
N -1.5891 -0.1655 2.0727 -0.177
C -2.8504 -0.7591 2.5546 -0.244
C -2.7005 -2.1391 3.1852 -0.386
S -1.7988 -3.3525 2.1349 0.927
C -0.3545 -3.7533 3.1849 -0.413
C 0.9325 -3.0423 2.7694 -0.259
N 0.7189 -1.6315 2.4103 -0.145
H -0.2106 -1.4341 4.2751 0.099
H 1.1517 -0.3523 4.0624 0.134
H -0.0582 1.1142 2.6317 0.128
H -1.1669 0.7341 3.9573 0.132
H -1.8723 0.6303 1.5088 0.093
H -3.4985 -0.8540 1.6840 0.111
H -3.3416 -0.0969 3.2761 0.134
H -3.6930 -2.5590 3.3386 0.087
H -2.2079 -2.0981 4.1537 0.074
H -0.2097 -4.8287 3.0959 0.084
H -0.6336 -3.5513 4.2167 0.076
H 1.3454 -3.5313 1.8867 0.104
H 1.6584 -3.1499 3.5829 0.132
H 1.6135 -1.2912 2.0748 0.093
O -0.7135 1.7294 -2.3738 -0.253
S -1.1283 0.4597 -1.8680 0.549
O 0.0164 -0.4675 -1.6257 -0.421
O -1.8326 0.5227 -0.5747 -0.372
C -2.0851 -0.3859 -3.1119 -0.214
C -2.2504 0.3103 -4.2993 -0.028
C -2.8108 -0.3153 -5.4032 -0.027
C -3.1995 -1.6420 -5.3222 -0.027
C -3.0564 -2.3379 -4.1306 -0.028
C -2.4950 -1.7227 -3.0214 -0.210
S -2.4486 -2.7522 -1.5535 0.530
O -1.0216 -3.0975 -1.2768 -0.418
O -2.8404 -1.8913 -0.4123 -0.422
O -3.2899 -3.8737 -1.7862 -0.216
H -1.9231 1.3402 -4.3351 0.120
H -2.9288 0.2297 -6.3294 0.121
H -3.6289 -2.1366 -6.1825 0.122
H -3.3957 -3.3592 -4.0300 0.121
C 0.4421 6.5002 2.1202 -0.051
C 0.9352 5.3204 1.3269 -0.283
C 0.0865 4.6011 0.4942 -0.039
C 0.5544 3.5395 -0.2650 -0.020
C 1.8947 3.1742 -0.2010 -0.216
N 2.3074 2.0350 -0.9415 0.138
C 3.5692 1.7974 -1.4126 -0.502
O 4.5108 2.5516 -1.3824 0.109
N 3.7053 0.5391 -2.0323 0.145
C 3.1099 -0.6720 -1.7337 -0.214
C 3.1957 -1.7344 -2.6406 0.028
C 2.5827 -2.9323 -2.3426 -0.021
C 1.8805 -3.0587 -1.1544 -0.152
N 1.8053 -2.0667 -0.2630 -0.043
C 2.4372 -0.9188 -0.5373 -0.106
C 2.7568 3.8762 0.6359 -0.010
C 2.2722 4.9364 1.3838 -0.035
H -0.6367 6.4565 2.2644 0.075
H 0.6738 7.4321 1.6003 0.087
H 0.9243 6.5428 3.0965 0.078
H -0.9572 4.8848 0.4249 0.114
H -0.1136 3.0084 -0.9350 0.076
H 1.5611 1.5578 -1.4260 0.111
H 4.4778 0.5184 -2.6785 0.155
H 3.7313 -1.6043 -3.5731 0.129
H 2.6355 -3.7663 -3.0285 0.120
H 1.3817 -3.9839 -0.8987 0.114
H 2.4151 -0.1549 0.2307 0.120
H 3.7994 3.6066 0.6910 0.108
H 2.9548 5.4794 2.0263 0.117
```

[4]
Here is one molecule with the formula C10H20NO7PS in a non-equilibrium geometry from the Open Molecules 2025 dataset. Energies are from ωB97M-V/def2-TZVPD.

The orbital gap is 8.4 eV. The calculation puts the total energy at -46639.617 eV. Its structure (SMILES) is CCOP(=O)(OCC)SCCCN(C)OC(=O)C(=O)O. The energy above the lowest of the compared OMol25 structures with the same formula, charge and spin is 1.371 eV. As for the HOMO energy: -8.8 eV. The net charge is 0.

```
40
Properties=species:S:1:pos:R:3:lowdin_charge:R:1
C -3.5458 1.5369 -2.5044 -0.057
C -2.6153 2.3854 -1.5734 -0.347
O -2.5484 1.8815 -0.2434 -0.228
P -1.0591 2.4228 0.4189 0.366
O -0.9483 2.1762 1.8861 -0.322
O -0.9426 4.0814 0.0678 -0.282
C 0.4051 4.6455 0.3387 -0.297
C 0.2095 6.1460 0.3844 -0.085
S 0.5029 1.5569 -0.5527 0.788
C 0.4430 -0.1375 0.2315 -0.441
C 0.8744 -1.0739 -0.8967 -0.265
C 0.2997 -2.5124 -0.7539 -0.145
N 0.5820 -3.2095 0.5090 -0.196
C -0.4832 -3.4742 1.4999 -0.011
O 1.9181 -3.4167 0.9139 0.047
C 2.3902 -4.6749 0.6705 -0.318
O 1.9976 -5.4051 -0.2621 0.135
C 3.4299 -5.1127 1.6327 -0.409
O 4.0416 -4.3938 2.4103 0.129
O 3.5113 -6.4615 1.7488 0.118
H -3.3407 1.8042 -3.5549 0.085
H -3.3069 0.5080 -2.4684 0.050
H -4.5498 1.7254 -2.1488 0.071
H -2.9580 3.4283 -1.6809 0.120
H -1.6201 2.2688 -2.0072 0.059
H 0.8148 4.2705 1.2855 0.114
H 1.1169 4.4255 -0.4809 0.102
H -0.3831 6.4864 1.2912 0.108
H -0.3024 6.5241 -0.5343 0.093
H 1.1725 6.5028 0.3123 0.039
H 1.1984 -0.1625 1.0357 0.097
H -0.5630 -0.3335 0.5342 0.061
H 1.9098 -1.0002 -0.7252 0.084
H 0.5955 -0.6349 -1.8688 0.092
H -0.7731 -2.3784 -0.8192 0.111
H 0.6044 -3.2733 -1.5906 0.149
H -1.2118 -2.8046 1.1494 0.059
H -0.2353 -3.2336 2.4964 0.076
H -0.8927 -4.4947 1.4563 0.091
H 4.2619 -6.5883 2.3922 0.157
```